1.
40
Properties=species:S:1:pos:R:3:forces:R:3:mulliken_charge:R:1 method="wB97M-V/def2-TZVPD" smiles="O=S(=O)(c1ccccc1Cl)N1CCC(O)(c2cccnc2)CC1" e_above_lowest_kcal_mol=38.91
O -0.459817 -2.631829 0.459688 0.1 0.0 -0.3 -0.603
S -1.194962 -1.403260 0.503623 -0.3 0.1 -0.6 0.961
O -1.201719 -0.650935 1.726411 -0.1 0.2 -0.2 -0.612
C -2.905920 -1.763618 0.060554 0.6 0.1 0.2 0.557
C -3.469970 -1.312799 -1.117110 -0.1 0.1 -0.1 -0.185
C -4.785122 -1.629995 -1.416316 0.0 0.0 0.0 -0.824
C -5.528662 -2.400913 -0.535573 0.0 0.0 -0.1 -0.375
C -4.967539 -2.862076 0.642233 0.3 0.1 0.1 -0.579
C -3.648513 -2.540356 0.936153 -0.2 0.1 -0.2 0.075
Cl -2.899834 -3.095512 2.370189 -0.3 -0.4 0.6 -0.173
N -0.723726 -0.444462 -0.787156 -0.4 -0.7 0.8 0.176
C -0.822286 0.982102 -0.555799 -0.1 0.6 0.3 -1.534
C 0.361188 1.514230 0.252779 0.1 0.0 -0.4 -1.082
C 1.680684 1.166506 -0.447865 0.1 -0.4 0.6 1.648
O 1.651279 1.845648 -1.696173 -0.1 0.1 -0.3 -0.632
C 2.909083 1.588196 0.346003 0.0 0.1 0.1 -0.429
C 2.866549 2.079930 1.645723 0.1 -0.1 -0.2 -0.488
C 4.048344 2.431194 2.278896 0.0 0.0 -0.1 -0.465
C 5.241272 2.280934 1.591223 -0.1 0.1 0.3 -0.369
N 5.299841 1.815380 0.355707 0.5 -0.1 -0.3 -0.651
C 4.171021 1.482188 -0.238917 -0.3 0.0 0.0 -0.203
C 1.732532 -0.363157 -0.658025 -0.3 0.2 -0.3 -0.761
C 0.506868 -0.828531 -1.443283 0.6 -0.5 -0.2 -1.221
H -2.868938 -0.721659 -1.788840 0.0 0.0 -0.1 0.402
H -5.227148 -1.278386 -2.335617 0.0 0.0 -0.1 0.392
H -6.552872 -2.649106 -0.768885 -0.1 0.0 0.0 0.376
H -5.533212 -3.467042 1.331910 0.0 -0.1 0.1 0.436
H -1.752242 1.161796 -0.014960 0.0 0.2 -0.1 0.526
H -0.860414 1.479553 -1.528817 -0.1 -0.1 0.1 0.547
H 0.326889 1.050199 1.237311 0.1 0.1 0.0 0.551
H 0.275856 2.597271 0.345673 0.0 0.0 0.1 0.598
H 2.491413 1.714022 -2.148364 0.0 0.0 0.0 0.486
H 1.929672 2.191209 2.167578 -0.1 0.0 0.0 0.379
H 4.038443 2.814783 3.287273 0.0 0.0 0.1 0.401
H 6.190755 2.540918 2.039455 0.0 0.0 0.1 0.356
H 4.295575 1.100950 -1.246957 -0.1 -0.1 -0.1 0.385
H 1.738719 -0.856501 0.315439 0.1 0.0 0.0 0.418
H 2.640536 -0.644021 -1.195242 0.1 0.0 0.0 0.503
H 0.501515 -1.914707 -1.529140 0.1 0.1 -0.2 0.577
H 0.504860 -0.378143 -2.440783 -0.1 -0.1 0.1 0.441


2.
18
Properties=species:S:1:pos:R:3:forces:R:3:mulliken_charge:R:1 method="wB97M-V/def2-TZVPD" e_above_lowest_kcal_mol=113.24
C 1.793303 0.904590 -0.615641 0.0 0.0 0.0 -1.200
C 1.285968 -0.270226 0.217212 0.0 0.0 0.1 -0.526
C 0.435214 -1.250474 -0.574361 0.0 0.1 -0.1 0.140
C -0.705186 -1.981596 0.027768 -0.1 -0.1 0.0 -0.404
C -0.955286 -0.959840 -1.043863 0.3 -0.2 0.1 -0.524
C -1.892344 1.420320 0.667293 0.0 0.0 0.0 -0.931
H 2.362361 0.556805 -1.485140 -0.1 0.0 0.1 0.367
H 0.960381 1.512464 -0.984389 0.1 -0.1 0.0 0.303
H 2.451923 1.546954 -0.020884 -0.1 -0.1 -0.1 0.346
H 0.701615 0.098852 1.069565 0.1 -0.1 -0.1 0.250
H 2.131199 -0.824185 0.644141 -0.1 0.1 -0.1 0.317
H 0.978682 -1.752196 -1.380967 -0.1 0.0 0.1 0.355
H -1.023849 -1.666954 1.023738 0.0 0.0 -0.2 0.166
H -0.940474 -3.020721 -0.194287 0.0 0.2 0.0 0.277
H -1.832511 0.772477 -0.216092 0.0 0.2 0.1 0.280
H -2.295771 0.854903 1.511841 0.1 0.1 -0.1 0.252
H -2.556045 2.255925 0.435391 0.1 -0.1 0.1 0.339
H -0.899187 1.802904 0.918678 -0.2 0.0 0.0 0.193


3.
37
Properties=species:S:1:pos:R:3:forces:R:3:mulliken_charge:R:1 method="wB97M-V/def2-TZVPD" smiles="O=C(CSc1nnc(CNC(=O)c2cccs2)o1)c1ccc(Cl)cc1" e_tot_ev=-61591.9960
O -4.317468 -2.717121 -0.771541 -0.1 0.0 0.1 -0.563
C -3.706145 -2.096599 0.059658 -0.1 -0.3 0.2 0.474
C -2.845737 -2.857811 1.066457 0.4 -0.1 -0.2 -0.959
S -1.316434 -2.021156 1.593005 0.1 -0.2 0.5 -0.191
C -0.808183 -1.444665 0.057848 -0.3 -0.2 -0.7 0.496
N -1.384751 -1.652288 -1.085638 -0.3 -0.7 1.3 0.102
N -0.662128 -0.980406 -2.003091 1.1 0.9 -1.0 -0.913
C 0.307616 -0.397482 -1.384423 -0.4 -0.3 -0.4 0.768
C 1.365021 0.470633 -1.963885 0.0 0.3 0.1 -0.745
N 2.648748 0.234781 -1.356583 -0.1 -0.3 -0.2 -0.161
C 3.204745 1.156867 -0.522117 -0.1 0.1 -0.2 0.638
O 2.701659 2.246469 -0.330710 0.0 0.1 0.1 -0.658
C 4.467376 0.757214 0.108550 0.6 -0.3 0.3 0.185
C 5.219369 1.545638 0.936912 -0.4 -0.1 -0.3 -0.441
C 6.381591 0.904427 1.404166 0.1 -0.2 0.0 -0.436
C 6.503338 -0.364019 0.930328 -0.2 -0.2 -0.2 -0.386
S 5.202906 -0.803296 -0.096061 0.1 0.5 0.3 -0.215
O 0.279327 -0.656523 -0.049168 0.0 0.1 0.1 -0.295
C -3.777697 -0.624921 0.187456 -0.3 0.6 -0.2 0.418
C -3.670279 0.041459 1.406701 -0.1 -0.2 -0.3 -0.052
C -3.710999 1.422054 1.451786 0.0 0.2 0.0 -0.771
C -3.849169 2.142479 0.273788 0.0 -0.4 0.1 0.422
Cl -3.872539 3.865253 0.330260 0.0 0.2 0.0 -0.218
C -3.973660 1.493361 -0.947234 0.0 0.1 0.0 -0.704
C -3.948718 0.114467 -0.983549 0.0 -0.1 0.3 -0.515
H -3.414420 -3.021289 1.983765 0.0 0.0 0.0 0.452
H -2.586131 -3.824074 0.633087 -0.2 0.1 0.0 0.462
H 1.126797 1.523182 -1.758346 0.0 -0.2 -0.2 0.362
H 1.390091 0.306711 -3.044583 -0.1 0.0 0.2 0.253
H 3.062802 -0.679421 -1.449066 0.0 0.1 0.0 0.236
H 4.928929 2.549351 1.188095 -0.1 0.2 0.0 0.459
H 7.095936 1.363569 2.063216 0.1 0.0 0.1 0.402
H 7.281555 -1.076529 1.120612 0.2 -0.1 0.1 0.440
H -3.575524 -0.509821 2.329579 0.0 0.0 0.1 0.383
H -3.630521 1.940707 2.394054 0.0 0.1 0.1 0.424
H -4.086966 2.065452 -1.854379 0.0 0.1 -0.1 0.425
H -4.030343 -0.416664 -1.918952 0.0 0.0 -0.1 0.422